Entry 1:
{"formula": "C34H25FeIN3PS", "method": "ωB97M-V/def2-TZVPD", "species": ["Fe", "N", "C", "C", "C", "C", "C", "C", "S", "N", "C", "C", "C", "C", "C", "C", "N", "H", "H", "H", "H", "H", "H", "H", "H", "H", "I", "C", "C", "C", "C", "C", "C", "C", "C", "C", "P", "C", "C", "C", "C", "C", "C", "C", "C", "C", "C", "C", "C", "C", "H", "H", "H", "H", "H", "H", "H", "H", "H", "H", "H", "H", "H", "H", "H", "H"], "coordinates": [[0.96, -0.59, 0.34], [2.11, 1.88, 3.47], [3.07, 2.86, 3.17], [3.57, 3.67, 4.18], [4.51, 4.63, 3.86], [4.97, 4.79, 2.54], [4.48, 3.99, 1.53], [3.52, 3.01, 1.84], [2.93, 2.03, 0.58], [1.85, 1.01, 1.32], [1.56, 1.04, 2.60], [0.55, 0.04, 3.06], [0.03, 0.01, 4.34], [-0.88, -1.00, 4.67], [-1.21, -1.94, 3.72], [-0.65, -1.83, 2.45], [0.19, -0.86, 2.12], [1.85, 1.79, 4.44], [3.22, 3.56, 5.20], [4.90, 5.26, 4.64], [5.71, 5.55, 2.31], [4.82, 4.11, 0.51], [0.28, 0.75, 5.08], [-1.31, -1.04, 5.66], [-1.89, -2.75, 3.93], [-0.90, -2.54, 1.67], [1.92, -2.72, -0.60], [1.08, -3.12, -2.50], [1.94, -3.90, -3.22], [1.55, -4.42, -4.47], [0.30, -4.15, -4.92], [-0.59, -3.33, -4.19], [-1.88, -3.10, -4.73], [-2.79, -2.31, -4.08], [-2.40, -1.69, -2.89], [-1.17, -1.89, -2.31], [-0.86, -0.74, -0.95], [-2.35, -0.67, 0.06], [-3.15, -1.81, 0.21], [-4.19, -1.80, 1.13], [-4.44, -0.67, 1.90], [-3.64, 0.46, 1.75], [-2.59, 0.46, 0.84], [-0.58, 0.87, -1.73], [0.74, 1.08, -2.15], [1.08, 2.26, -2.80], [0.11, 3.23, -3.03], [-1.20, 3.01, -2.62], [-1.55, 1.83, -1.97], [-0.21, -2.75, -2.94], [2.91, -4.16, -2.83], [2.24, -5.03, -5.03], [-0.04, -4.56, -5.87], [-2.13, -3.57, -5.67], [-3.77, -2.14, -4.49], [-3.11, -1.02, -2.42], [-2.98, -2.69, -0.39], [-4.82, -2.67, 1.23], [-5.26, -0.66, 2.60], [-3.84, 1.35, 2.34], [-1.98, 1.34, 0.73], [1.49, 0.30, -2.04], [2.09, 2.41, -3.16], [0.37, 4.14, -3.55], [-1.96, 3.75, -2.82], [-2.58, 1.67, -1.67]], "nbo_charge": [0.72, -0.47, 0.15, -0.21, -0.08, -0.13, -0.20, -0.18, 0.90, -0.79, 0.50, 0.10, -0.18, -0.13, -0.12, 0.08, -0.46, 0.45, 0.26, 0.27, 0.27, 0.26, 0.23, 0.27, 0.26, 0.24, 0.37, -0.15, -0.21, -0.19, -0.12, -0.07, -0.09, -0.21, -0.13, -0.44, 1.09, -0.43, -0.20, -0.19, -0.16, -0.22, -0.16, -0.33, -0.27, -0.20, -0.16, -0.16, -0.22, 0.01, 0.24, 0.26, 0.25, 0.25, 0.25, 0.23, 0.24, 0.25, 0.25, 0.24, 0.21, 0.20, 0.24, 0.25, 0.25, 0.24], "multiplicity": 2, "molar_mass_g_mol": 721.4, "orbital_gap_ev": [5.78, 4.13], "total_charge": 3, "e_tot_ev": -102720.0979, "e_homo_ev": [-15.6, -15.6]}

---

Entry 2:
{"formula": "C34H25MgN8SSe2", "method": "ωB97M-V/def2-TZVPD", "species": ["Mg", "S", "N", "C", "C", "C", "C", "C", "N", "C", "C", "N", "C", "C", "C", "C", "C", "N", "H", "H", "H", "H", "H", "H", "Se", "Se", "C", "C", "C", "C", "C", "N", "C", "C", "C", "C", "C", "N", "H", "H", "H", "H", "H", "H", "H", "H", "C", "N", "C", "C", "C", "C", "C", "N", "C", "C", "C", "C", "C", "C", "H", "H", "H", "H", "H", "H", "H", "H", "H", "H", "H"], "coordinates": [[0.05, -0.14, -0.22], [-3.70, 6.56, 0.05], [-3.13, 5.66, 1.26], [-2.54, 4.62, 0.70], [-1.88, 3.54, 1.42], [-1.78, 3.47, 2.81], [-1.13, 2.40, 3.38], [-0.58, 1.43, 2.55], [-0.66, 1.48, 1.23], [-1.30, 2.52, 0.66], [-1.38, 2.51, -0.81], [-0.82, 1.46, -1.43], [-0.91, 1.40, -2.76], [-1.53, 2.38, -3.52], [-2.09, 3.46, -2.89], [-2.02, 3.54, -1.49], [-2.61, 4.62, -0.71], [-3.25, 5.66, -1.21], [-2.23, 4.26, 3.41], [-1.04, 2.31, 4.45], [-0.05, 0.58, 2.97], [-0.47, 0.52, -3.22], [-1.57, 2.28, -4.60], [-2.59, 4.25, -3.43], [0.87, -2.88, 0.82], [2.08, -2.19, 2.65], [2.70, -0.46, 2.04], [3.93, -0.06, 2.53], [4.42, 1.18, 2.17], [3.65, 1.98, 1.33], [2.44, 1.50, 0.90], [1.96, 0.29, 1.23], [-0.91, -2.54, 1.48], [-1.67, -3.56, 2.01], [-2.98, -3.27, 2.38], [-3.45, -1.98, 2.21], [-2.60, -1.02, 1.68], [-1.35, -1.29, 1.31], [4.50, -0.72, 3.17], [5.38, 1.52, 2.53], [4.00, 2.96, 1.02], [1.81, 2.10, 0.25], [-1.26, -4.55, 2.12], [-3.62, -4.04, 2.80], [-4.47, -1.71, 2.48], [-2.94, 0.00, 1.54], [2.92, 0.32, -2.01], [1.65, -0.35, -1.71], [1.31, -1.28, -2.54], [0.04, -1.93, -2.46], [-0.52, -2.90, -3.29], [-1.81, -3.12, -2.81], [-1.96, -2.27, -1.71], [-0.86, -1.54, -1.48], [4.16, -0.41, -1.51], [4.09, -1.47, -0.63], [5.24, -2.08, -0.14], [6.49, -1.62, -0.55], [6.57, -0.55, -1.44], [5.41, 0.04, -1.92], [2.90, 1.30, -1.55], [3.02, 0.49, -3.09], [1.97, -1.57, -3.36], [-0.04, -3.38, -4.14], [-2.55, -3.81, -3.19], [-2.84, -2.16, -1.08], [3.12, -1.84, -0.33], [5.16, -2.91, 0.54], [7.39, -2.09, -0.17], [7.54, -0.20, -1.77], [5.49, 0.87, -2.62]], "mulliken_charge": [2.46, 0.16, -0.67, 0.60, 0.80, -0.64, -1.05, -0.54, 0.62, -1.31, -0.06, 0.26, -0.13, -1.14, -0.53, 0.59, 0.67, -0.68, 0.55, 0.49, 0.40, 0.42, 0.48, 0.56, 0.13, 0.08, -0.04, -0.95, -0.49, -0.89, -0.52, 0.32, 0.20, -0.82, -0.42, -0.89, -0.26, 0.39, 0.50, 0.43, 0.47, 0.41, 0.50, 0.44, 0.46, 0.33, -2.34, 0.39, -0.25, -0.39, -1.06, -0.96, -0.71, 1.00, 0.90, 0.62, -0.62, -0.56, -0.61, -0.75, 0.33, 0.76, 0.45, 0.55, 0.48, 0.45, -0.08, 0.44, 0.42, 0.41, 0.45], "de_lowest_kcal_mol": 0.0, "molar_mass_g_mol": 759.9, "orbital_gap_ev": 6.76, "total_charge": 1, "e_tot_ev": -194557.3929, "e_homo_ev": -9.9}

---

Entry 3:
{"formula": "C34H26AsIN5NiO2SSe", "method": "ωB97M-V/def2-TZVPD", "species": ["Ni", "S", "C", "N", "C", "C", "C", "N", "H", "H", "H", "H", "C", "C", "C", "C", "C", "C", "As", "C", "C", "C", "C", "C", "C", "C", "C", "C", "C", "C", "C", "H", "H", "H", "H", "H", "H", "H", "H", "H", "H", "H", "H", "H", "H", "H", "I", "C", "C", "C", "C", "C", "C", "C", "O", "O", "H", "H", "H", "H", "Se", "N", "C", "C", "C", "C", "N", "C", "N", "H", "H", "H"], "coordinates": [[-1.43, -0.67, 0.30], [1.40, 0.01, 3.60], [1.78, -1.59, 3.33], [2.70, -1.90, 2.36], [3.08, -3.16, 2.05], [2.54, -4.20, 2.74], [1.60, -3.85, 3.73], [1.22, -2.63, 4.02], [3.07, -1.12, 1.83], [3.78, -3.27, 1.24], [2.82, -5.22, 2.54], [1.13, -4.64, 4.32], [-4.29, 4.06, 2.59], [-4.71, 2.82, 2.11], [-3.87, 2.09, 1.28], [-2.63, 2.59, 0.92], [-2.21, 3.82, 1.41], [-3.05, 4.55, 2.24], [-1.48, 1.56, -0.23], [-2.22, 1.71, -2.00], [-3.54, 2.08, -2.21], [-4.07, 2.08, -3.50], [-3.27, 1.72, -4.57], [-1.94, 1.35, -4.36], [-1.42, 1.34, -3.08], [0.16, 2.53, -0.29], [0.29, 3.60, -1.18], [1.44, 4.36, -1.17], [2.46, 4.07, -0.27], [2.33, 3.02, 0.62], [1.18, 2.24, 0.61], [-4.94, 4.63, 3.24], [-5.68, 2.43, 2.38], [-4.20, 1.13, 0.90], [-1.24, 4.22, 1.14], [-2.72, 5.51, 2.62], [-4.17, 2.38, -1.37], [-5.09, 2.38, -3.66], [-3.67, 1.73, -5.57], [-1.31, 1.08, -5.20], [-0.39, 1.05, -2.91], [-0.51, 3.83, -1.88], [1.55, 5.19, -1.87], [3.36, 4.67, -0.27], [3.12, 2.79, 1.32], [1.08, 1.42, 1.31], [-4.34, -5.11, 2.75], [-2.71, -4.10, 1.94], [-2.07, -4.63, 0.80], [-1.00, -3.97, 0.25], [-0.57, -2.75, 0.80], [-1.18, -2.25, 1.95], [-2.26, -2.94, 2.52], [0.57, -1.99, 0.15], [1.48, -2.53, -0.43], [0.40, -0.70, 0.32], [-2.42, -5.56, 0.38], [-0.47, -4.37, -0.61], [-0.76, -1.40, 2.48], [-2.71, -2.56, 3.43], [-1.76, -2.86, -3.27], [-3.31, -3.63, -2.89], [-3.80, -2.99, -1.84], [-5.02, -3.26, -1.16], [-5.29, -2.52, -0.05], [-4.37, -1.54, 0.44], [-3.27, -1.21, -0.18], [-3.00, -1.91, -1.33], [-1.87, -1.69, -1.97], [-5.69, -4.03, -1.51], [-6.19, -2.69, 0.53], [-4.57, -1.05, 1.38]], "mulliken_charge": [0.31, -0.39, 0.19, 0.03, -0.12, -0.60, 0.01, -0.47, 0.22, 0.38, 0.45, 0.45, -0.60, -0.67, -0.20, 0.31, -0.46, -0.75, 1.53, -0.05, -0.33, -0.69, -0.56, -0.80, -0.14, -0.22, -0.26, -0.75, -0.51, -0.77, -0.06, 0.40, 0.44, 0.23, 0.38, 0.42, 0.42, 0.43, 0.42, 0.45, 0.55, 0.45, 0.43, 0.40, 0.47, 0.02, 0.18, -0.56, -0.51, -1.06, 0.99, 0.23, -1.12, 0.41, -0.70, -0.16, 0.52, 0.66, 0.37, 0.63, 0.28, -0.78, 0.22, -0.44, -1.24, -0.13, 0.46, 0.93, -0.13, 0.51, 0.49, 0.57], "molar_mass_g_mol": 908.2, "orbital_gap_ev": [5.70, 5.70], "total_charge": 1, "e_tot_ev": -233383.4376, "e_homo_ev": [-10.2, -10.2]}